(1)
{
  "formula": "C24H43N2P3ReS",
  "method": "wB97M-V/def2-TZVPD",
  "orbital_gap_ha": [0.1890, 0.1868],
  "s_squared": 4.233,
  "e_tot_ev": -69352.74588,
  "spin_multiplicity": 4,
  "de_lowest_ev": 0.302,
  "total_charge": 4,
  "symbols": ["Re", "P", "P", "P", "H", "C", "C", "H", "C", "C", "C", "C", "C", "C", "C", "C", "C", "H", "H", "H", "H", "H", "H", "H", "H", "H", "H", "H", "H", "H", "H", "H", "H", "H", "H", "H", "H", "H", "H", "H", "H", "H", "H", "H", "H", "H", "C", "C", "C", "C", "C", "C", "S", "H", "H", "H", "H", "H", "H", "N", "C", "N", "C", "C", "C", "C", "C", "C", "H", "H", "H", "H", "H", "H"],
  "xyz": [[0.66743, -0.24079, 0.47401], [-0.31895, 1.79166, 0.90503], [-1.45077, -1.15014, 0.02840], [2.77684, 0.98569, 0.13224], [1.83248, -1.65065, -2.76502], [1.51168, -0.94178, -1.97723], [1.53715, -1.60562, -0.67018], [0.86730, -2.47143, -0.67746], [-0.81924, 2.77424, -0.56411], [-1.90978, 1.74040, 1.82553], [0.60097, 2.96556, 1.97801], [-1.71922, -2.83015, -0.73087], [-2.45892, -1.46063, 1.55502], [-2.65308, -0.21748, -1.02301], [4.19908, 0.40909, -0.90727], [3.53210, 1.01774, 1.79944], [2.81708, 2.73733, -0.44383], [1.61561, 0.12924, -2.21782], [2.54971, -1.76373, -0.31223], [-1.34956, 3.67507, -0.22883], [-1.49387, 2.18084, -1.18932], [0.03522, 3.06706, -1.18053], [-2.09193, 2.73232, 2.25380], [-1.85572, 1.01616, 2.64643], [-2.73628, 1.48200, 1.15569], [-0.12720, 3.58526, 2.51008], [1.26307, 3.61592, 1.40132], [1.19119, 2.44546, 2.73886], [-2.63799, -3.28163, -0.32711], [-0.89409, -3.52520, -0.53345], [-1.84060, -2.74821, -1.81531], [-3.07139, -0.58090, 1.77651], [-1.79348, -1.66385, 2.40387], [-3.10877, -2.33289, 1.39404], [-3.28767, -0.91793, -1.58326], [-2.11405, 0.39070, -1.75583], [-3.29174, 0.41931, -0.40098], [5.14144, 0.86597, -0.57425], [4.07011, 0.70435, -1.95603], [4.34310, -0.67464, -0.88351], [4.62360, 1.01755, 1.68291], [3.22505, 0.12458, 2.35787], [3.23381, 1.92584, 2.32918], [3.48287, 2.85555, -1.30752], [3.20124, 3.39030, 0.34316], [1.82282, 3.08318, -0.73220], [-1.14619, 0.09492, -4.63469], [-0.72846, 1.44294, -4.55427], [-1.46500, 2.41657, -5.26518], [-2.60507, 2.05774, -6.00387], [-3.11552, 0.75474, -5.88282], [-2.42715, -0.19860, -5.13728], [-0.19979, -1.34003, -4.32683], [-1.13252, -2.13058, -3.83452], [0.12220, 1.71588, -3.91600], [-1.14318, 3.46566, -5.28178], [-3.14760, 2.78680, -6.62843], [-4.04151, 0.44556, -6.37368], [-2.81889, -1.20484, -4.96450], [0.63076, -3.86613, 2.86218], [0.78377, -3.19723, 1.68203], [0.87820, -1.88219, 1.90273], [0.86255, -1.67829, 3.30647], [0.61781, -0.49788, 3.99599], [0.18212, -0.61671, 5.31983], [0.05111, -1.86889, 5.94894], [0.27777, -3.05398, 5.23884], [0.66709, -2.93244, 3.91416], [0.46383, -4.86773, 2.97842], [0.69994, -3.70798, 0.71615], [0.73425, 0.45073, 3.46168], [-0.06480, 0.29011, 5.85757], [-0.22901, -1.89811, 7.00107], [0.17662, -4.05076, 5.68358]],
  "mulliken_charge": [0.99, 0.44, 1.10, 1.06, 0.72, -1.60, -1.06, 0.79, -1.05, -1.29, -1.10, -1.35, -1.32, -0.82, -1.53, -1.28, -1.36, 0.16, 0.76, 0.49, 0.27, 0.22, 0.68, 0.30, 0.30, 0.60, 0.35, 0.21, 0.52, 0.24, 0.26, 0.47, 0.11, 0.57, 0.52, -0.03, 0.45, 0.56, 0.44, 0.41, 0.51, 0.25, 0.44, 0.49, 0.44, 0.18, 0.72, -0.17, -0.66, -0.33, -0.74, -0.24, 0.11, 0.18, 0.47, 0.45, 0.44, 0.44, 0.39, 0.00, -0.41, 0.05, -0.04, -0.06, -0.79, -0.61, -0.90, 0.69, 0.29, 0.51, 0.28, 0.49, 0.45, 0.45]
}



(2)
{
  "formula": "C24H43N2P3ReS2",
  "method": "wB97M-V/def2-TZVPD",
  "orbital_gap_ha": [0.1824, 0.1704],
  "s_squared": 3.854,
  "e_tot_ev": -80187.62666,
  "spin_multiplicity": 4,
  "total_charge": 4,
  "symbols": ["Re", "P", "P", "P", "H", "C", "C", "H", "C", "C", "C", "C", "C", "C", "C", "C", "C", "H", "H", "H", "H", "H", "H", "H", "H", "H", "H", "H", "H", "H", "H", "H", "H", "H", "H", "H", "H", "H", "H", "H", "H", "H", "H", "H", "H", "H", "C", "C", "C", "C", "C", "C", "S", "H", "H", "H", "H", "H", "H", "N", "C", "N", "C", "C", "C", "C", "C", "C", "S", "H", "H", "H", "H", "H", "H"],
  "xyz": [[0.02902, 0.03116, -0.24992], [1.83996, 0.67150, 1.17504], [-1.89532, 1.17712, 0.13490], [0.76412, 1.54808, -1.72559], [0.41842, -2.77221, -0.85134], [1.32101, -2.13573, -0.71097], [2.06010, -2.31396, 0.46064], [1.49653, -2.66923, 1.36163], [2.49261, -0.13120, 2.72662], [2.19954, 2.36518, 1.94014], [3.50830, 0.65652, 0.33419], [-3.18614, 0.67663, -1.08201], [-2.95414, 0.99689, 1.64026], [-1.98401, 3.01317, 0.03981], [2.17142, 0.86985, -2.68090], [1.46975, 3.15245, -1.17419], [-0.39824, 2.21073, -3.00030], [1.90125, -2.04230, -1.62682], [3.13526, -2.11995, 0.49951], [2.49379, -1.21610, 2.66858], [1.92675, 0.17156, 3.60998], [3.52388, 0.19926, 2.91016], [1.42938, 2.66014, 2.65534], [2.27968, 3.16030, 1.19858], [3.15668, 2.33563, 2.48716], [3.59735, -0.16219, -0.37978], [4.30776, 0.53076, 1.07604], [3.71446, 1.59659, -0.18411], [-4.07479, 1.28927, -0.87828], [-3.42411, -0.38296, -0.92392], [-2.85279, 0.78841, -2.11815], [-3.89773, 1.52290, 1.42442], [-2.46646, 1.42648, 2.52471], [-3.16166, -0.06062, 1.84730], [-2.99227, 3.29190, 0.38741], [-1.80804, 3.36236, -0.98467], [-1.22906, 3.45672, 0.70344], [1.97015, 1.01630, -3.74422], [2.32397, -0.20155, -2.52307], [3.09604, 1.38444, -2.40271], [1.34962, 3.84904, -2.01318], [2.53134, 3.04464, -0.92879], [0.91809, 3.54268, -0.31212], [-0.30376, 1.62940, -3.93041], [-0.13325, 3.26760, -3.15583], [-1.44267, 2.16369, -2.66409], [-0.77227, -2.16276, -4.12977], [-1.86311, -2.19987, -5.03775], [-1.97415, -3.22614, -5.98040], [-1.00748, -4.22962, -6.04583], [0.08295, -4.20252, -5.16664], [0.21961, -3.16936, -4.25443], [-0.54347, -0.95347, -2.94865], [-1.15355, -0.74549, 0.70965], [-2.61782, -1.41354, -4.99944], [-2.81587, -3.25610, -6.67888], [-1.09573, -5.03723, -6.76388], [0.83414, -4.99041, -5.17835], [1.05829, -3.11186, -3.55716], [-1.07158, -3.09193, 1.77811], [-0.80207, -2.18706, 2.74369], [-0.50846, -0.91086, 2.53617], [-0.57075, -0.19147, 3.73153], [-0.43051, 1.20300, 3.85789], [-0.58660, 1.78109, 5.11695], [-0.98287, 1.00826, 6.21798], [-1.14829, -0.37984, 6.09104], [-0.93820, -0.97580, 4.85040], [-1.14516, -2.67325, 4.37756], [-1.01120, -2.81022, 0.75494], [-1.13201, -4.06706, 2.08612], [-0.25509, 1.82205, 2.96960], [-0.41534, 2.85036, 5.24954], [-1.14376, 1.48444, 7.18369], [-1.43146, -1.01474, 6.92588]],
  "mulliken_charge": [1.14, 0.23, 0.71, 0.85, 0.66, -0.66, -1.12, 0.36, -1.44, -1.45, -1.10, -1.26, -1.22, -1.27, -0.98, -1.71, -1.20, 0.55, 0.47, 0.47, 0.34, 0.74, 0.31, 0.47, 0.51, 0.35, 0.52, 0.41, 0.51, 0.37, 0.33, 0.71, 0.34, 0.38, 0.54, 0.39, 0.32, 0.45, 0.27, 0.50, 0.68, 0.41, 0.30, 0.52, 0.58, 0.16, 0.44, -0.39, -0.68, -0.34, -0.74, -0.25, 0.18, -0.31, 0.42, 0.42, 0.45, 0.44, 0.23, -0.15, -0.05, 0.80, -0.59, 0.35, -1.13, -0.79, -0.44, 0.42, -0.13, 0.07, 0.29, 0.49, 0.53, 0.49, 0.52]
}



(3)
{
  "formula": "C24H43O29S8",
  "method": "wB97M-V/def2-TZVPD",
  "orbital_gap_ha": 0.3101,
  "e_tot_ev": -171627.44867,
  "total_charge": 1,
  "symbols": ["C", "O", "C", "S", "C", "C", "C", "C", "C", "C", "C", "C", "H", "H", "H", "H", "H", "H", "H", "H", "H", "H", "H", "H", "H", "H", "H", "C", "C", "O", "S", "O", "O", "O", "H", "H", "H", "H", "C", "C", "O", "S", "O", "O", "O", "H", "H", "H", "H", "C", "C", "O", "S", "O", "O", "O", "H", "H", "H", "H", "C", "C", "O", "S", "O", "O", "O", "H", "H", "H", "H", "C", "C", "O", "S", "O", "O", "O", "H", "H", "H", "H", "C", "C", "O", "S", "O", "O", "O", "H", "H", "H", "H", "C", "C", "O", "S", "O", "O", "O", "H", "H", "H", "H"],
  "xyz": [[-4.31916, -2.76964, -1.10010], [-3.40718, -2.50870, -2.18441], [-2.11925, -2.97875, -1.95285], [-0.84566, -1.64433, -2.24499], [-1.28428, -0.10025, -1.37882], [-1.18742, -0.18443, 0.14942], [-1.00043, -1.38008, 0.87542], [-0.95664, -1.43232, 2.29218], [-1.07081, -0.22369, 3.00314], [-1.22389, 1.00913, 2.31685], [-1.29441, 1.03339, 0.90015], [-1.45780, 2.42865, 0.21989], [-4.01475, -3.59879, -0.43185], [-4.46302, -1.84726, -0.49147], [-5.32588, -3.03014, -1.49024], [-1.97188, -3.50109, -0.99032], [-1.91111, -3.75580, -2.77153], [-1.00172, -1.34417, -3.57274], [-2.34887, 0.12834, -1.62669], [-0.68282, 0.72405, -1.82147], [-0.87758, -2.33891, 0.34695], [-0.83799, -2.42066, 2.76547], [-1.03664, -0.24368, 4.10328], [-1.29935, 1.94621, 2.88848], [-0.85739, 3.16062, 0.79601], [-2.52421, 2.71143, 0.14262], [-0.97526, 2.36229, -0.78164], [-3.10725, 6.52408, 1.45260], [-2.33192, 7.12061, 2.60892], [-2.48420, 6.18356, 3.68041], [-2.58774, 4.70537, 3.07401], [-1.29899, 4.09627, 3.14000], [-3.75189, 4.08315, 3.59432], [-2.86515, 5.11066, 1.53359], [-4.18003, 6.69426, 1.56792], [-2.78268, 6.91322, 0.48855], [-2.70847, 8.09739, 2.90079], [-1.26580, 7.19745, 2.37695], [0.28597, 9.00182, 6.98831], [-0.40917, 8.39964, 8.19439], [-1.41702, 7.54838, 7.64486], [-0.88682, 6.94206, 6.24479], [-0.36759, 5.64218, 6.48450], [-1.86510, 7.19287, 5.24525], [0.34708, 7.94564, 6.02502], [-0.29894, 9.81979, 6.56036], [1.28694, 9.35804, 7.22363], [-0.85414, 9.15364, 8.83986], [0.27678, 7.78095, 8.77855], [-0.52618, -6.16247, -3.22502], [0.91984, -5.77065, -3.43845], [1.67758, -6.91191, -3.05076], [0.83108, -8.24374, -3.38581], [1.27845, -8.75338, -4.62885], [0.75904, -9.03445, -2.21381], [-0.60246, -7.52939, -3.61916], [-0.80242, -6.09548, -2.16773], [-1.20936, -5.55480, -3.81751], [1.20611, -4.90277, -2.84624], [1.12334, -5.57352, -4.49447], [3.80556, -10.20431, -6.18567], [4.54428, -9.70949, -4.95925], [5.91715, -10.02337, -5.21149], [6.20442, -9.92224, -6.79346], [6.76864, -8.64980, -7.06920], [6.80952, -11.13124, -7.21640], [4.67028, -9.90751, -7.28647], [3.65800, -11.28646, -6.15008], [2.84478, -9.71289, -6.31387], [4.20218, -10.18747, -4.04426], [4.45809, -8.62482, -4.85478], [3.43123, -9.88747, 1.69776], [2.53121, -8.79813, 1.15186], [3.42843, -7.79820, 0.65698], [4.76670, -8.51279, 0.10632], [4.64719, -8.66067, -1.30173], [5.88548, -7.89836, 0.71809], [4.52893, -9.95280, 0.78374], [3.82265, -9.62330, 2.68294], [2.92683, -10.84965, 1.75580], [1.87347, -8.38180, 1.91179], [1.93244, -9.16154, 0.31235], [2.26509, 6.27359, 1.81504], [3.02255, 7.47734, 1.28943], [2.71487, 8.52846, 2.20671], [2.50698, 7.90413, 3.68304], [3.71651, 8.04858, 4.40836], [1.25870, 8.34613, 4.19381], [2.36735, 6.36199, 3.23694], [1.20643, 6.32110, 1.54521], [2.68586, 5.33422, 1.46193], [2.72408, 7.74963, 0.27937], [4.10210, 7.30873, 1.31571], [-4.80414, 5.83647, -3.88184], [-3.65063, 5.09340, -3.23964], [-2.66943, 6.09987, -2.97676], [-3.41431, 7.49211, -2.64681], [-3.49026, 7.63699, -1.23415], [-2.87956, 8.49642, -3.48550], [-4.87309, 7.08308, -3.18547], [-4.60558, 6.04445, -4.93564], [-5.74491, 5.29749, -3.79129], [-3.24255, 4.31909, -3.88568], [-3.94700, 4.65116, -2.28421]],
  "mulliken_charge": [-0.65, -0.36, -0.21, 0.13, -0.41, 0.51, -0.39, -0.97, -0.69, -0.49, 0.79, -0.99, 0.32, 0.27, 0.28, 0.49, 0.12, 0.31, 0.37, 0.45, 0.11, 0.39, 0.41, 0.47, 0.21, 0.22, 0.33, -0.17, -0.16, -0.08, 1.06, -0.63, -0.70, -0.30, 0.21, 0.34, 0.42, -0.01, -0.42, -0.47, -0.35, 1.22, -0.63, -0.53, -0.08, 0.28, 0.35, 0.33, 0.31, -0.35, -0.26, -0.32, 1.06, -0.49, -0.52, -0.35, 0.29, 0.29, 0.29, 0.35, -0.16, -0.18, -0.31, 1.08, -0.54, -0.53, -0.34, 0.30, 0.22, 0.27, 0.22, -0.36, -0.17, -0.31, 1.02, -0.39, -0.55, -0.32, 0.29, 0.32, 0.33, 0.15, -0.09, -0.40, -0.33, 1.18, -0.60, -0.44, -0.30, 0.05, 0.32, 0.33, 0.32, -0.34, -0.20, -0.31, 1.06, -0.53, -0.54, -0.31, 0.30, 0.32, 0.32, 0.18]
}